(1)
Computed, not measured: 4 unconnected molecules or ions with the total composition C3H10N2O3 in a non-equilibrium geometry, with wB97M-V/def2-TZVPD.

Calculated values
Energy: -455.27545 a.u.
HOMO level: -8.5 eV
Orbital gap: 5.282 eV
Relative energy (zero: lowest compared OMol25 entry of this formula, charge and spin): 777.6 kJ/mol

Each line ends with the Mulliken charge.
Element x y z (Å)
C: -0.84278 0.75033 0.21799  -0.485
C: 0.66669 0.98701 0.54538  0.288
N: 1.13764 0.19110 1.54046  -0.466
C: 0.78703 -0.70476 0.55040  -0.101
N: -0.71134 -0.72138 0.08610  -0.203
H: -1.49965 1.30071 0.86517  0.311
H: 1.19043 1.75249 0.01898  0.369
H: 1.45265 -1.44186 0.25813  0.442
H: -0.76336 -1.12062 -0.81344  0.411
H: -0.93359 1.11368 -0.84996  0.298
H: 0.09793 -2.35471 -2.64930  0.193
O: 0.34273 -1.53547 -2.22063  -0.982
H: -0.14956 0.87742 -3.89164  0.253
H: 0.10979 -0.32756 -2.83647  0.396
O: -0.15967 0.75915 -2.92619  -0.773
H: -0.76874 -0.13443 3.94640  0.317
H: 0.03434 0.41524 2.67766  0.391
O: -0.86055 0.45583 3.14756  -0.659

=====

(2)
Computed, not measured: a gas-phase ion, C6H6Cl2NO4S (charge -1) in a non-equilibrium geometry, with wB97M-V/def2-TZVPD.

Calculated values
Energy: -1906.48533 a.u.
HOMO level: -5.2 eV
Orbital gap: 8.248 eV
Relative energy (zero: lowest compared OMol25 entry of this formula, charge and spin): 128.6 kJ/mol
Charge: -1

Each line ends with the Mulliken charge.
Element x y z (Å)
O: -2.05733 -2.19997 0.70678  -0.460
N: -1.67915 -1.55231 -0.21941  0.131
C: -0.13740 -1.51407 -0.30996  -0.383
C: 0.54251 -1.42085 0.97268  -0.333
C: 1.02093 -0.24503 1.45216  -0.521
C: 1.00379 1.01251 0.70675  0.409
Cl: 2.75400 1.47831 0.53908  -0.258
C: 0.40870 0.97862 -0.62297  -0.712
S: -1.41963 1.50779 -0.38950  1.094
O: -2.16832 1.61304 -1.60247  -0.661
O: -1.79457 0.42094 0.47603  -0.587
O: -1.37018 2.76752 0.29301  -0.700
C: 0.32659 -0.37433 -1.27679  -0.265
Cl: 1.85304 -0.90190 -2.12659  -0.228
H: 0.02258 -2.37056 -0.84631  0.698
H: 0.46841 -2.29504 1.70726  0.233
H: 1.42938 -0.34116 2.55394  0.198
H: 0.48444 1.91081 1.20647  0.407
H: 0.88796 1.82125 -1.30946  0.474
H: -0.57573 -0.29555 -1.91068  0.465

=====

(3)
Computed, not measured: a single C4H9N3O molecule in a non-equilibrium geometry, with wB97M-V/def2-TZVPD.

Calculated values
Energy: -397.17426 a.u.
HOMO level: -9.2 eV
Orbital gap: 9.874 eV
Relative energy (zero: lowest compared OMol25 entry of this formula, charge and spin): 463.1 kJ/mol

Each line ends with the Mulliken charge.
Element x y z (Å)
N: -2.64559 -1.91673 0.42392  -0.591
C: -1.22504 -1.46778 0.45299  0.446
O: -0.20232 -2.22350 0.39993  -0.597
N: -1.01990 -0.05740 0.41108  -0.154
C: 0.16798 0.75098 0.28253  0.290
C: 1.33325 0.44601 1.02410  -0.790
C: 1.19894 0.61355 -0.48141  -0.357
N: 1.63622 1.34347 -1.77997  -0.510
H: -3.22242 -1.28749 -0.23793  0.289
H: -2.52998 -2.81383 -0.05767  0.305
H: -1.83219 0.59599 0.82251  0.310
H: -0.14795 1.95379 0.19898  0.073
H: 1.58515 -0.60270 1.36857  0.222
H: 1.94401 1.32898 1.52267  0.245
H: 0.94357 -0.33605 -0.71666  0.255
H: 1.32167 2.35172 -1.78670  0.291
H: 2.69460 1.32100 -1.84695  0.274

=====

(4)
Computed, not measured: a molecular structure, C19H49F2N6NiO12S2 in a non-equilibrium geometry, with wB97M-V/def2-TZVPD.

Calculated values
Energy: -4487.71239 a.u.
Multiplicity: 3
HOMO level (spin up / spin down): -16.3 / -16.3 eV
<S²>: 2.008
Orbital gap (spin up / spin down): 4.842 / 3.266 eV
Charge: +3

Each line ends with the Mulliken charge.
Element x y z (Å)
Ni: -3.19797 1.21607 -0.70330  0.862
C: 3.05063 6.12137 3.40024  -1.258
C: 2.38578 6.31274 2.06235  -0.437
N: 1.22820 5.35961 1.70490  0.170
C: 0.22764 5.48681 2.81458  -1.107
C: 0.62936 5.80109 0.38759  -0.176
C: -0.24163 7.04776 0.47169  -1.296
C: 1.76097 3.91860 1.68470  -0.874
C: 2.95839 3.70596 0.73331  -0.476
O: 2.84651 4.22667 -0.54757  -0.329
C: 2.15768 3.42426 -1.49429  -0.718
H: 3.34526 5.07562 3.52814  0.305
H: 2.47023 6.40287 4.27623  0.355
H: 4.00316 6.64567 3.46439  0.397
H: 3.05387 6.21423 1.20697  0.504
H: 1.96069 7.30795 1.94123  0.456
H: -0.73853 5.11615 2.47666  0.362
H: 0.09858 6.54985 3.00085  0.480
H: 0.56851 5.00101 3.72168  0.409
H: 0.09002 4.95128 -0.02574  0.219
H: 1.48416 6.01224 -0.24782  0.367
H: 0.18712 7.87435 1.03070  0.321
H: -1.22775 6.80573 0.87276  0.387
H: -0.45058 7.40500 -0.53666  0.419
H: 0.90825 3.28197 1.45700  0.598
H: 2.14128 3.82422 2.69598  0.409
H: 3.11113 2.61695 0.73290  0.158
H: 3.83824 4.13561 1.21104  0.467
H: 2.64999 2.46791 -1.70789  0.351
H: 2.17273 3.96035 -2.43987  0.346
H: 1.13902 3.16377 -1.19132  0.215
C: -1.75513 -3.55460 2.43814  -0.971
C: -0.49607 -3.22170 3.20989  -0.621
N: 0.80832 -3.07473 2.43742  0.170
C: 1.91585 -3.11455 3.44118  -0.981
C: 0.99510 -4.18022 1.40666  -0.285
C: 0.96324 -5.58155 1.98975  -1.390
C: 0.75119 -1.74308 1.69162  -0.351
C: 1.85986 -1.48746 0.69229  -0.532
O: 3.10420 -1.50943 1.32724  -0.319
C: 4.17374 -1.23818 0.44748  -0.743
H: -2.46089 -4.06118 3.09242  0.425
H: -1.65739 -4.20016 1.56477  0.119
H: -2.18985 -2.64171 2.02572  0.276
H: -0.25864 -3.97670 3.95837  0.508
H: -0.59157 -2.33229 3.83503  0.546
H: 2.86459 -3.08404 2.91418  0.412
H: 1.81749 -4.02445 4.02151  0.435
H: 1.93518 -2.21062 4.04735  0.376
H: 1.92837 -3.97846 0.89074  0.481
H: 0.14895 -4.05787 0.73502  0.289
H: 1.85824 -5.91502 2.50990  0.389
H: 0.76488 -6.26718 1.16563  0.446
H: 0.13114 -5.69510 2.68558  0.278
H: 0.76777 -0.93909 2.42605  0.402
H: -0.20838 -1.79058 1.17635  0.078
H: 1.58838 -0.49825 0.26957  0.338
H: 1.87093 -2.08429 -0.22736  0.404
H: 5.10255 -1.37907 1.00877  0.315
H: 4.22595 -0.18697 0.14785  0.182
H: 4.30521 -1.91329 -0.40166  0.357
N: -2.13146 0.09722 -1.79713  0.542
S: -2.03299 -1.50313 -1.91345  0.959
O: -0.73479 -2.08747 -1.84118  -0.277
O: -3.05137 -2.10461 -2.68870  -0.501
F: -2.51732 -1.78203 -0.39106  -0.389
S: -0.95789 0.55101 -2.97107  0.634
O: -0.97589 -0.21323 -4.17133  -0.364
O: 0.24681 1.09064 -2.45311  -0.386
F: -1.76367 1.84105 -3.40737  -0.296
C: -6.74978 -0.90213 -1.70593  -0.762
N: -6.06539 0.17296 -2.47979  0.738
O: -4.88273 0.46831 -2.22845  -0.390
O: -6.72149 0.72866 -3.30403  -0.343
H: -7.73719 -1.07077 -2.11591  0.329
H: -6.76393 -0.62361 -0.65598  0.309
H: -6.16856 -1.81463 -1.84462  0.284
C: -0.73634 -2.33637 -6.74455  -0.769
N: -0.30557 -2.79485 -5.38272  0.841
O: 0.81679 -2.46602 -5.03651  -0.499
O: -1.07210 -3.43401 -4.70308  -0.473
H: -1.73995 -2.73258 -6.86142  0.316
H: -0.10103 -2.84558 -7.46730  0.332
H: -0.60283 -1.26462 -6.81638  0.260
C: -2.74232 -5.58724 -2.15258  -0.475
N: -1.72494 -6.61975 -1.78455  0.920
O: -1.22693 -6.56178 -0.66893  -0.555
O: -1.52530 -7.48488 -2.59465  -0.510
H: -2.45265 -5.26949 -3.14916  0.241
H: -2.78814 -4.77877 -1.43395  0.009
H: -3.66522 -6.16417 -2.14399  0.359

=====

(5)
Computed, not measured: a molecular structure, C17H23I2MgN2Se2 in a non-equilibrium geometry, with wB97M-V/def2-TZVPD.

Calculated values
Energy: -6369.25459 a.u.
HOMO level: -10.4 eV
Orbital gap: 7.088 eV
Relative energy (zero: lowest compared OMol25 entry of this formula, charge and spin): 0.0 kJ/mol
Charge: +1

Each line ends with the Mulliken charge.
Element x y z (Å)
Mg: 0.72573 -0.65044 -0.22807  0.458
I: 1.89933 -3.07947 1.19757  0.168
C: 3.96512 -2.65428 1.53346  -0.822
I: 5.19399 -1.94859 -0.12406  0.069
H: 4.43582 -3.59207 1.78921  0.472
H: 4.02350 -1.86622 2.32660  0.358
C: -2.94526 -2.11716 -1.17665  -0.810
Se: -1.52517 -0.88311 -2.00036  0.041
C: -0.78738 -2.34722 -3.15695  -0.666
C: 0.50996 -1.99308 -3.83678  -0.861
Se: 1.97417 -1.60305 -2.53612  0.019
C: 2.19422 0.34269 -2.99522  -0.863
H: -2.43549 -2.99647 -0.83682  0.341
H: -3.62973 -2.37352 -1.99947  0.364
H: -3.46072 -1.61975 -0.38166  0.207
H: -1.61829 -2.59486 -3.87166  0.442
H: -0.66511 -3.27927 -2.59573  0.418
H: 0.39927 -1.10524 -4.50838  0.362
H: 0.93227 -2.83706 -4.42409  0.402
H: 3.24002 0.34444 -3.31848  0.297
H: 2.07694 0.96973 -2.14171  0.277
H: 1.50366 0.57481 -3.79276  0.419
C: -1.54433 -0.13671 1.83930  -1.217
N: -0.12911 -0.02801 1.58446  0.264
C: 0.65303 0.73623 2.32176  -0.111
C: 1.97312 1.04225 1.83080  0.220
C: 3.02752 1.79601 2.41405  -0.996
C: 4.06414 1.78098 1.44792  -0.727
C: 3.54119 1.14664 0.30403  -0.529
N: 2.25987 0.70482 0.52468  0.193
C: -2.45120 1.03087 1.43124  0.934
C: -2.01990 2.32072 1.12573  -0.035
C: -2.91963 3.39082 1.00944  -0.701
C: -4.31482 3.14533 1.09023  -0.400
C: -4.74817 1.86310 1.29493  -0.707
C: -3.82360 0.79107 1.47533  -0.696
H: -1.70971 -0.30745 2.91454  0.366
H: -1.91385 -0.95980 1.22905  0.238
H: 0.30613 1.24552 3.24476  0.407
H: 3.06149 2.23776 3.37260  0.547
H: 5.02899 2.28473 1.58089  0.417
H: 4.08583 1.03411 -0.65761  0.426
H: -0.93592 2.48360 1.03718  0.321
H: -2.51395 4.37501 0.78847  0.403
H: -5.05161 3.95304 0.99914  0.368
H: -5.77908 1.55559 1.20798  0.381
H: -4.15328 -0.17700 1.66722  0.543

=====

(6)
Computed, not measured: 2 unconnected molecules or ions with the total composition C4H5IN in a non-equilibrium geometry, with wB97M-V/def2-TZVPD.

Calculated values
Energy: -507.33540 a.u.
HOMO level (spin up / spin down): -11.8 / -11.7 eV
Orbital gap (spin up / spin down): 6.167 / 4.186 eV
Relative energy (zero: lowest compared OMol25 entry of this formula, charge and spin): 456.9 kJ/mol
Charge: +1

Each line ends with the Mulliken charge.
Element x y z (Å)
C: -1.92207 -0.40439 1.81515  -0.147
C: -2.70357 0.38206 1.27893  -0.752
C: 3.33077 0.17851 -1.71380  0.171
C: 1.35050 0.10274 -0.29089  -0.223
N: 2.42284 0.21108 -0.96581  -0.001
I: -3.76032 -0.66215 -0.85845  -0.006
H: -1.23759 -1.20512 1.93243  0.415
H: -3.21289 1.22447 1.46609  0.497
H: 4.05126 -0.09760 -2.52199  0.412
H: 0.93091 -0.79023 -0.09936  0.347
H: 0.75016 1.06062 -0.04230  0.287